(1)
Computed, not measured: a molecular structure, C46H112Hg2N10O14 in a non-equilibrium geometry, with ωB97M-V with the def2-TZVPD basis set.

## Properties
Charge: +2
Strongest force on any atom (eV/A): 5.7
Lowest unoccupied orbital energy (eV): -10.924
Energy relative to the best compared isomer or geometry (same formula, charge and spin) (eV): 15.194

Structure (XYZ):
```
184
Properties=species:S:1:pos:R:3:forces:R:3
Hg -11.779 -14.630 -4.218 0.0 0.0 0.0
Hg -14.689 -7.561 9.117 -0.2 -0.2 0.1
C -12.172 -12.736 4.525 -1.7 1.3 2.6
C -12.862 -11.535 4.988 -0.4 -0.3 1.2
C -12.874 -10.350 4.029 -0.6 2.1 1.1
O -13.307 -9.267 4.456 0.9 -2.0 -1.3
C -12.391 -10.574 2.664 -1.9 1.8 2.1
C -11.928 -11.792 2.255 1.9 -1.3 -4.8
C -11.726 -12.859 3.258 3.0 -3.6 -3.2
O -11.098 -13.920 2.952 -1.3 2.1 0.2
O -11.590 -11.919 1.025 -0.8 -0.2 3.3
O -13.389 -11.465 6.091 0.6 0.0 -1.2
H -12.043 -13.577 5.191 0.1 0.0 0.2
H -12.594 -9.781 1.960 0.3 0.1 -0.2
C -9.092 -15.998 11.856 -0.5 0.4 -0.6
C -10.177 -16.174 10.754 0.4 -0.6 2.1
C -10.550 -17.680 10.602 1.4 0.2 -1.2
O -9.569 -18.463 9.832 -0.6 0.6 1.5
C -9.218 -18.065 8.528 -0.6 0.1 -0.2
N -11.372 -15.415 11.168 0.6 0.2 -1.3
H -9.539 -16.109 12.844 0.0 -0.4 0.0
H -8.784 -14.952 11.838 0.3 0.0 -0.1
H -8.236 -16.659 11.722 -0.1 0.0 0.0
H -9.828 -15.683 9.845 0.1 -0.5 -0.2
H -11.571 -17.731 10.223 0.0 -0.3 -0.7
H -10.592 -18.120 11.598 0.3 -0.1 -0.1
H -10.121 -18.008 7.921 0.0 0.1 -0.3
H -8.538 -18.800 8.098 -0.2 -0.3 0.3
H -8.678 -17.121 8.445 -0.1 0.3 0.4
H -12.123 -15.973 11.549 0.0 -0.2 0.2
H -11.659 -15.103 10.251 -1.1 0.6 0.3
C -16.519 -19.029 5.384 -0.4 -0.7 0.3
C -16.175 -20.087 4.312 -0.8 0.1 1.8
C -17.360 -20.953 3.937 -1.7 -0.8 -0.3
O -17.888 -21.775 4.990 0.2 1.0 0.2
C -19.046 -22.562 4.675 1.1 0.3 0.4
N -15.730 -19.416 3.123 0.5 -0.4 -0.4
H -17.400 -18.438 5.133 0.0 0.0 -0.4
H -15.698 -18.345 5.600 0.2 -0.1 -0.2
H -16.776 -19.505 6.330 0.1 -0.2 0.0
H -15.449 -20.787 4.725 0.5 0.1 0.2
H -17.162 -21.634 3.110 0.7 -0.1 -0.3
H -18.127 -20.304 3.513 -0.4 0.3 0.2
H -18.743 -23.281 3.914 -0.4 -0.1 -0.2
H -19.915 -21.972 4.383 0.1 0.2 -0.3
H -19.286 -23.076 5.606 0.0 -0.1 -0.2
H -15.002 -18.766 3.384 0.1 0.3 -0.1
H -15.261 -20.145 2.604 0.1 0.1 -0.8
C -4.968 -6.898 -1.720 -0.7 0.4 0.3
C -4.892 -8.284 -2.262 -0.5 -0.8 -1.1
C -4.627 -9.344 -1.151 -0.7 0.3 0.6
O -3.569 -8.934 -0.379 1.3 -0.1 1.6
C -2.388 -9.688 -0.528 0.6 0.4 -1.7
N -6.138 -8.651 -2.943 0.3 0.0 0.5
H -5.403 -6.152 -2.385 0.4 -0.3 -0.6
H -3.955 -6.596 -1.452 -0.4 0.2 0.6
H -5.728 -6.922 -0.939 0.5 0.3 0.8
H -4.033 -8.299 -2.934 -0.1 -0.5 -0.4
H -4.564 -10.355 -1.551 0.5 0.0 -0.3
H -5.425 -9.384 -0.409 -0.8 0.3 -0.4
H -2.225 -9.602 -1.602 0.7 -0.6 -0.3
H -2.438 -10.744 -0.262 -0.4 0.0 0.2
H -1.500 -9.240 -0.084 -0.5 0.3 0.5
H -6.841 -8.707 -2.221 -0.5 0.4 0.1
H -6.167 -9.575 -3.349 0.5 -0.1 -0.4
C -3.960 -18.132 1.042 0.8 0.4 0.4
C -3.412 -17.603 -0.286 0.2 -2.3 -0.2
C -2.709 -18.789 -1.066 -0.3 0.5 0.7
O -1.570 -19.231 -0.337 0.0 0.4 -0.9
C -0.777 -20.183 -1.042 0.1 -0.2 0.4
N -4.599 -17.228 -1.032 0.1 0.7 -0.3
H -3.186 -18.475 1.728 0.2 -0.4 -0.4
H -4.679 -18.928 0.845 0.0 0.1 0.1
H -4.405 -17.321 1.619 -0.5 0.1 -0.2
H -2.631 -16.858 -0.134 -0.2 0.5 0.0
H -2.457 -18.495 -2.085 0.3 0.3 -0.1
H -3.440 -19.588 -1.185 -0.2 -0.3 0.2
H -1.366 -21.079 -1.241 0.1 -0.3 0.1
H 0.095 -20.392 -0.421 -0.3 -0.3 0.3
H -0.329 -19.890 -1.991 -0.4 0.8 -0.3
H -4.433 -16.717 -1.888 0.3 -0.1 -0.2
H -5.185 -16.628 -0.469 -0.2 -0.1 0.2
C -9.194 -20.779 -4.044 0.6 -0.6 0.1
C -10.133 -20.790 -2.833 0.2 -0.6 -0.2
C -9.820 -21.904 -1.695 -0.8 1.0 -0.3
O -10.847 -21.869 -0.667 0.6 -0.2 -0.2
C -10.717 -22.959 0.288 0.4 0.9 -0.7
N -10.151 -19.423 -2.278 -0.2 -1.5 0.9
H -9.418 -20.005 -4.779 -0.5 0.1 0.3
H -9.139 -21.708 -4.612 -0.3 -0.2 0.2
H -8.167 -20.571 -3.747 0.1 0.0 0.3
H -11.142 -21.023 -3.173 -0.1 0.1 0.0
H -8.851 -21.624 -1.281 0.2 -0.2 0.2
H -9.805 -22.924 -2.078 0.2 0.1 -0.4
H -11.580 -22.968 0.953 -0.1 0.1 -0.3
H -9.827 -22.815 0.900 0.2 0.0 0.0
H -10.609 -23.904 -0.243 -0.2 -0.1 0.0
H -10.564 -19.640 -1.382 -0.9 0.8 0.5
H -9.220 -19.197 -1.958 0.7 0.3 -0.5
C -13.536 -1.975 1.216 -0.8 0.1 -1.1
C -13.460 -1.440 2.632 0.7 -0.6 -1.6
C -13.541 0.096 2.681 0.1 0.1 -0.2
O -12.421 0.737 2.075 -0.3 -1.3 0.3
C -12.432 2.150 2.114 0.2 -0.7 0.6
N -14.551 -2.075 3.388 0.6 0.9 1.3
H -13.982 -2.968 1.178 0.4 -0.3 0.3
H -12.602 -1.964 0.653 0.1 0.0 0.2
H -14.262 -1.419 0.623 0.0 0.4 0.0
H -12.463 -1.747 2.949 0.2 0.2 0.7
H -13.603 0.386 3.730 -0.1 0.3 0.2
H -14.421 0.440 2.139 -0.5 -0.1 0.2
H -11.394 2.348 1.844 -0.4 0.9 -0.4
H -12.619 2.522 3.121 0.2 0.0 0.4
H -13.234 2.587 1.520 0.3 0.0 -0.6
H -14.340 -1.751 4.321 -0.8 0.8 0.7
H -14.336 -3.033 3.624 0.2 -0.7 -1.1
C -14.614 -8.362 -5.296 0.7 -0.6 0.4
C -15.307 -9.500 -6.028 -1.2 1.5 1.8
C -16.153 -8.958 -7.143 -1.9 -1.2 0.0
O -16.964 -10.091 -7.643 0.7 1.8 0.0
C -17.954 -9.629 -8.552 -0.2 -0.5 -0.2
N -14.436 -10.507 -6.471 1.0 -0.2 -1.1
H -15.276 -7.960 -4.529 0.1 0.4 -0.3
H -14.159 -7.601 -5.931 -0.3 0.2 -0.1
H -13.779 -8.829 -4.774 0.1 0.1 0.3
H -15.931 -9.958 -5.260 -0.6 0.0 -0.2
H -15.576 -8.505 -7.950 0.2 -0.1 -0.2
H -16.821 -8.206 -6.724 -0.2 0.2 -0.1
H -18.713 -8.997 -8.092 0.0 0.1 0.4
H -18.460 -10.510 -8.948 0.1 0.0 0.0
H -17.557 -9.067 -9.397 0.4 0.0 0.0
H -14.994 -10.929 -7.200 0.2 -1.1 -0.3
H -13.757 -9.955 -6.976 1.0 -0.5 -0.4
C -19.156 -11.801 1.092 1.5 1.0 -0.5
C -18.978 -10.568 0.178 -0.6 0.5 0.2
C -20.058 -10.425 -0.930 0.0 -0.5 -0.3
O -19.780 -11.336 -1.991 0.4 -0.6 -0.5
C -20.757 -11.502 -3.051 -0.1 -0.1 1.5
N -18.997 -9.397 1.108 -0.3 0.1 -0.6
H -19.996 -11.638 1.766 -0.2 -0.4 -0.3
H -18.250 -11.731 1.694 0.0 -0.3 0.5
H -19.055 -12.760 0.583 -0.7 0.1 -0.1
H -18.001 -10.524 -0.302 0.1 -0.7 -0.4
H -20.072 -9.433 -1.382 0.0 0.4 0.3
H -21.035 -10.638 -0.495 -0.2 0.1 0.1
H -21.177 -10.540 -3.346 0.2 0.0 -0.3
H -21.570 -12.135 -2.696 -0.3 0.1 0.3
H -20.358 -12.094 -3.874 0.6 0.6 0.1
H -18.921 -8.522 0.609 -0.4 0.2 -0.4
H -18.154 -9.368 1.663 0.1 -0.5 0.4
C -19.228 -9.984 9.773 0.0 -1.1 0.1
C -19.514 -8.500 9.691 -0.1 -1.7 1.6
C -19.387 -7.874 11.115 1.0 0.3 -1.3
O -18.001 -7.854 11.450 0.1 -0.4 -0.4
C -17.688 -7.160 12.636 -0.8 0.7 0.0
N -18.661 -7.918 8.710 0.0 1.7 -0.2
H -18.403 -10.232 10.441 0.0 0.3 0.2
H -18.936 -10.447 8.830 -0.2 0.3 -0.3
H -20.098 -10.543 10.118 0.0 0.1 0.1
H -20.565 -8.363 9.437 -0.4 0.1 -0.2
H -20.006 -8.419 11.828 0.1 -0.2 0.1
H -19.796 -6.867 11.031 0.1 0.4 0.3
H -17.946 -7.750 13.515 -0.1 0.1 0.1
H -18.243 -6.223 12.594 -0.3 0.1 0.6
H -16.657 -6.815 12.713 0.3 -0.7 -0.5
H -18.890 -8.193 7.766 0.1 -0.7 -0.1
H -18.920 -6.942 8.706 0.6 0.7 0.0
C -9.933 -8.751 13.405 1.2 -0.1 0.7
C -10.659 -8.271 12.177 -0.1 -1.0 0.1
C -9.789 -8.446 10.920 -1.0 2.2 0.5
O -10.464 -7.674 9.922 0.8 -0.5 -0.8
C -9.503 -7.176 8.985 -1.2 0.4 -0.2
N -11.835 -9.141 12.027 0.3 -0.3 0.0
H -9.661 -9.803 13.326 0.0 -0.2 -0.2
H -10.489 -8.665 14.339 -0.3 0.2 -0.1
H -8.993 -8.217 13.545 0.1 0.2 0.1
H -10.979 -7.240 12.328 0.2 0.1 -0.4
H -9.619 -9.468 10.582 -0.1 -0.2 0.2
H -8.834 -7.964 11.133 0.3 -0.1 0.0
H -8.966 -7.969 8.464 0.6 -0.1 0.6
H -8.940 -6.407 9.513 0.7 -0.3 -0.3
H -10.018 -6.690 8.156 -0.4 0.2 0.2
H -11.353 -10.014 11.870 -0.4 -0.8 -0.8
H -12.164 -9.352 12.959 -0.8 0.5 0.4
```
Forces are in eV/Å.

***

(2)
Computed, not measured: 2 unconnected molecules or ions with the total composition C6H16N4S in a non-equilibrium geometry, with ωB97M-V with the def2-TZVPD basis set.

## Properties
Charge: +2
Strongest force on any atom (eV/A): 4.7
Lowest unoccupied orbital energy (eV): -6.423
Energy relative to the best compared isomer or geometry (same formula, charge and spin) (eV): 2.483

Structure (XYZ):
```
27
Properties=species:S:1:pos:R:3:forces:R:3
C -5.249 0.722 -0.432 1.0 -1.0 0.4
C -4.314 0.087 -0.066 -1.5 1.8 0.0
C 3.598 -1.045 -0.639 1.8 -1.5 -2.8
C -3.146 -0.542 0.270 2.3 -0.3 2.3
C 1.462 1.242 -0.351 2.3 -3.9 1.1
C -0.700 -0.294 0.711 2.1 -1.3 -1.2
N 1.047 2.436 -0.162 -0.6 -0.4 -0.7
N 2.446 0.707 0.393 0.3 3.0 1.1
N 2.806 -0.664 0.476 -1.1 -0.7 1.1
N -1.848 0.325 0.147 -1.8 2.2 2.7
S -0.351 -1.822 -0.277 -1.3 0.4 1.5
H -6.119 0.944 -0.894 -2.3 1.2 -1.0
H 3.922 -2.170 -0.655 -0.3 2.2 0.9
H 3.062 -1.070 -1.623 0.2 0.8 0.8
H 4.442 -0.315 -0.625 -0.1 -1.1 -0.9
H -2.973 -1.204 -0.509 0.5 -2.0 -1.3
H -3.127 -1.092 1.273 0.1 1.0 -1.3
H 1.081 0.594 -1.129 -0.2 0.4 -0.1
H -0.864 -0.553 1.729 -0.1 -0.2 0.8
H 0.502 2.881 -0.817 -1.5 0.9 -1.9
H 1.424 3.055 0.457 1.4 1.7 2.4
H 2.909 1.430 1.046 -0.7 -2.0 -1.1
H 0.885 -1.878 0.174 1.0 -0.3 0.3
H 3.460 -0.833 1.263 -1.2 0.8 0.0
H -1.654 0.602 -0.766 -0.1 -0.2 -2.7
H -1.865 1.347 0.527 -0.8 -2.2 0.2
H -0.836 -2.889 0.480 0.4 0.4 -0.7
```
Forces are in eV/Å.

***

(3)
Computed, not measured: a molecular structure, C30H52BrN3P2SSr in a non-equilibrium geometry, with ωB97M-V with the def2-TZVPD basis set.

## Properties
Charge: +2
Strongest force on any atom (eV/A): 3.2
Lowest unoccupied orbital energy (eV): -7.245
Energy relative to the best compared isomer or geometry (same formula, charge and spin) (eV): 1.417

Structure (XYZ):
```
90
Properties=species:S:1:pos:R:3:forces:R:3
N -0.683 -5.544 -5.342 0.0 -0.4 -0.1
C -1.804 -5.056 -4.823 0.0 0.7 0.2
C -1.928 -3.711 -4.428 0.7 -0.3 -0.3
C -0.808 -2.856 -4.560 -0.7 -1.1 0.5
C 0.362 -3.403 -5.135 -0.5 -0.1 0.1
C 0.368 -4.753 -5.519 -0.1 0.8 0.4
C -0.913 -1.413 -4.245 2.2 0.9 -1.6
Sr -1.686 0.149 -2.341 -0.9 0.2 2.2
P -0.473 3.871 -1.554 1.1 3.0 0.5
C 0.173 -0.624 -3.824 0.0 -2.1 -1.9
C 1.163 -1.001 -2.801 0.7 -0.1 -0.1
C 2.430 -0.357 -2.777 -0.6 0.0 0.4
C 3.241 -0.433 -1.653 0.0 -0.1 0.0
C 2.816 -1.138 -0.512 -0.5 -0.9 -0.7
C 1.681 -1.971 -0.638 0.3 0.0 0.4
C 0.871 -1.920 -1.766 -0.2 0.1 -0.1
Br 1.934 1.126 0.993 -1.2 0.8 0.0
H -1.768 -0.913 -4.773 0.7 -0.2 0.1
H 0.408 0.307 -4.383 -0.8 0.0 0.8
H -2.876 -3.356 -4.039 0.1 0.0 0.0
H 1.231 -2.790 -5.347 0.0 0.0 0.1
H -2.633 -5.761 -4.706 0.3 0.3 -0.1
H 1.270 -5.185 -5.963 -0.4 0.1 0.1
H 2.719 0.219 -3.656 0.1 0.0 0.3
H 0.000 -2.588 -1.861 0.4 0.4 0.2
H 4.196 0.080 -1.623 -0.2 0.1 -0.2
H 1.424 -2.634 0.197 0.0 0.2 -0.4
P 3.763 -1.180 1.044 0.1 -0.2 -0.3
C -1.593 2.914 -2.587 -0.6 -0.7 -0.2
C -2.500 3.769 -3.473 -0.3 0.1 -0.1
H -2.227 2.390 -1.835 -0.1 0.0 -0.5
H -0.970 2.260 -3.244 -0.3 0.1 0.3
H -3.310 3.166 -3.903 0.0 0.1 0.0
H -2.948 4.580 -2.886 0.1 -0.2 -0.1
H -1.957 4.223 -4.309 0.1 -0.1 0.3
C 1.200 3.239 -1.953 -0.1 -0.5 0.0
C 2.332 4.211 -1.589 0.1 0.0 0.0
H 1.184 3.091 -3.045 0.1 -0.1 0.2
H 1.336 2.278 -1.432 0.3 0.1 -0.3
H 3.271 3.869 -2.047 -0.2 0.1 0.1
H 2.126 5.224 -1.959 0.0 -0.3 0.1
H 2.507 4.269 -0.505 -0.2 -0.1 -0.3
C -0.715 3.498 0.238 0.1 -0.5 -0.1
C -0.702 4.757 1.126 -0.1 0.3 0.2
H 0.108 2.822 0.529 -0.5 0.2 0.0
H -1.670 2.959 0.337 0.1 0.0 0.2
H -0.542 4.485 2.183 0.0 0.0 -0.4
H 0.108 5.456 0.859 -0.3 -0.4 0.0
H -1.649 5.323 1.093 0.4 -0.3 -0.2
C 2.656 -1.498 2.452 -0.7 -0.1 -0.1
C 3.225 -1.000 3.768 0.3 0.0 0.6
H 2.444 -2.573 2.494 0.3 0.1 0.0
H 1.696 -1.000 2.256 0.5 -0.1 -0.1
H 4.031 -1.651 4.138 -0.2 0.2 -0.1
H 3.621 0.020 3.697 -0.3 -0.2 0.0
H 2.429 -1.001 4.526 0.3 0.0 -0.2
C 4.869 0.265 1.128 -0.3 0.9 -0.2
C 6.154 0.252 0.294 0.5 -0.4 0.2
H 5.086 0.447 2.193 0.0 -0.1 -0.4
H 4.239 1.118 0.798 0.5 -0.7 0.4
H 6.962 -0.261 0.830 -0.1 0.0 -0.3
H 6.042 -0.214 -0.693 0.1 0.1 0.3
H 6.494 1.285 0.143 -0.2 -0.3 0.0
C 4.880 -2.627 0.959 0.2 0.1 -0.1
C 4.381 -4.024 1.344 0.0 -0.2 0.0
H 5.730 -2.348 1.598 -0.1 0.0 -0.2
H 5.242 -2.652 -0.080 0.1 0.1 0.3
H 3.838 -4.497 0.517 0.0 0.1 0.2
H 5.259 -4.654 1.552 -0.3 0.2 -0.1
H 3.747 -4.044 2.241 0.3 0.0 -0.3
C -5.418 1.592 2.294 0.1 0.1 0.1
C -4.663 0.275 2.255 -0.2 0.1 0.2
N -3.833 0.177 1.015 -0.1 -1.1 -0.3
C -2.918 -0.845 0.908 -0.1 0.6 0.6
S -2.820 -1.792 -0.527 0.0 0.1 0.1
N -2.110 -1.078 1.957 0.3 0.2 -1.0
C -1.518 0.015 2.776 -0.1 0.0 0.3
C -1.282 -0.501 4.188 0.0 0.1 0.2
H -4.733 2.451 2.306 -0.2 -0.2 0.0
H -6.032 1.628 3.203 0.1 0.0 -0.3
H -6.083 1.691 1.434 0.0 0.0 0.1
H -4.023 0.181 3.131 -0.1 0.0 -0.2
H -5.376 -0.567 2.276 0.3 0.2 -0.1
H -4.440 0.184 0.188 0.4 0.1 0.4
H -1.506 -1.896 1.845 -0.3 0.4 0.0
H -0.576 0.360 2.307 -0.4 -0.2 0.1
H -2.211 0.861 2.772 0.2 -0.2 0.0
H -0.420 -1.176 4.222 -0.1 0.1 0.0
H -1.102 0.330 4.881 0.1 -0.2 -0.2
H -2.160 -1.053 4.547 0.2 0.1 0.0
```
Forces are in eV/Å.

***

- Look up the energy relative to the best compared isomer or geometry (same formula, charge and spin) of the second one.
  2.483 eV